Computed, not measured: C67H87MoN2P2S2Sb2Si4Te as an isolated structure at a distorted geometry, with wB97M-V/def2-TZVPD.

Geometry as XYZ:
```
168
Properties=species:S:1:pos:R:3:lowdin_charge:R:1
Mo -0.668 1.099 0.647 0.101
S -1.724 -0.409 2.671 0.872
P 0.398 -0.083 2.798 0.574
C 1.600 -0.055 1.556 -0.553
P 1.994 1.602 1.164 0.463
S 0.884 3.275 0.772 0.406
C 3.266 2.211 2.338 -0.350
C 4.356 1.376 2.561 -0.089
C 5.416 1.811 3.332 -0.064
C 5.394 3.079 3.890 -0.076
C 4.302 3.904 3.687 -0.076
C 3.241 3.473 2.910 -0.112
C 3.136 1.543 -0.236 -0.391
C 3.742 0.341 -0.576 -0.131
C 4.872 0.344 -1.375 -0.093
C 5.377 1.537 -1.867 -0.068
C 4.734 2.730 -1.575 -0.068
C 3.637 2.741 -0.734 -0.116
C 0.783 -1.549 3.777 -0.372
C 1.759 -2.430 3.333 -0.107
C 2.229 -3.419 4.174 -0.063
C 1.739 -3.516 5.466 -0.063
C 0.749 -2.650 5.901 -0.060
C 0.263 -1.671 5.057 -0.084
C 0.592 1.201 4.054 -0.358
C -0.380 2.105 4.450 -0.124
C -0.088 3.066 5.407 -0.063
C 1.164 3.097 5.996 -0.056
C 2.118 2.152 5.646 -0.066
C 1.840 1.211 4.676 -0.099
H 4.374 0.392 2.114 0.106
H 6.268 1.168 3.497 0.107
H 6.227 3.423 4.483 0.105
H 4.275 4.888 4.131 0.109
H 2.394 4.128 2.744 0.072
H 3.343 -0.588 -0.185 0.042
H 5.368 -0.587 -1.605 0.097
H 6.262 1.542 -2.486 0.114
H 5.106 3.664 -1.970 0.113
H 3.159 3.669 -0.453 0.082
H 2.156 -2.316 2.334 0.074
H 2.993 -4.100 3.831 0.106
H 2.136 -4.260 6.137 0.108
H 0.372 -2.724 6.909 0.110
H -0.501 -0.985 5.395 0.109
H -1.390 2.015 4.056 0.065
H -0.846 3.777 5.704 0.101
H 1.395 3.846 6.739 0.110
H 3.084 2.155 6.129 0.113
H 2.576 0.471 4.394 0.114
C -1.797 4.518 -0.226 -0.355
C -3.059 4.276 -1.031 -0.325
C -3.399 2.817 -1.287 -0.339
Sb -1.822 1.327 -1.635 1.336
C -3.160 0.564 -3.188 -0.345
C -4.491 0.393 -2.878 -0.165
C -5.442 0.351 -3.881 -0.074
C -5.054 0.510 -5.200 -0.076
C -3.715 0.677 -5.507 -0.067
C -2.769 0.697 -4.497 -0.140
C -0.522 2.523 -2.843 -0.382
C -1.099 3.378 -3.767 -0.136
C -0.303 4.233 -4.506 -0.068
C 1.072 4.227 -4.328 -0.070
C 1.649 3.362 -3.416 -0.066
C 0.848 2.509 -2.677 -0.193
Sb -1.397 3.360 1.545 1.227
C -1.564 4.913 2.947 -0.364
C -0.924 6.097 2.674 -0.135
C -1.259 7.234 3.388 -0.069
C -2.242 7.175 4.362 -0.073
C -2.869 5.973 4.644 -0.071
C -2.529 4.842 3.924 -0.152
C -3.098 2.084 2.023 -0.372
C -4.355 2.649 1.857 -0.155
C -5.479 1.875 1.598 -0.095
C -5.318 0.516 1.379 -0.079
C -4.079 -0.066 1.563 -0.144
C -2.972 0.693 1.952 -0.661
H -1.773 5.547 0.135 0.052
H -0.920 4.356 -0.862 0.022
H -2.917 4.789 -1.989 0.101
H -3.914 4.749 -0.532 0.108
H -4.012 2.741 -2.182 0.049
H -3.981 2.410 -0.463 0.022
H -4.807 0.334 -1.844 0.087
H -6.487 0.230 -3.627 0.108
H -5.797 0.521 -5.985 0.106
H -3.406 0.821 -6.532 0.109
H -1.729 0.849 -4.731 0.082
H -2.168 3.352 -3.913 0.100
H -0.759 4.896 -5.227 0.107
H 1.691 4.904 -4.897 0.106
H 2.720 3.343 -3.274 0.090
H 1.308 1.847 -1.951 0.012
H -0.177 6.141 1.894 0.097
H -0.762 8.169 3.176 0.109
H -2.526 8.067 4.900 0.107
H -3.629 5.920 5.412 0.111
H -3.036 3.907 4.123 0.098
H -4.437 3.730 1.919 0.104
H -6.449 2.341 1.512 0.104
H -6.150 -0.098 1.062 0.110
H -3.950 -1.129 1.439 0.061
H -1.840 0.507 1.349 -0.205
C -4.685 -2.542 -0.826 -0.051
C -3.505 -3.503 -0.912 -0.187
N -2.599 -3.460 0.226 -0.058
C -2.876 -4.393 1.313 -0.189
C -3.572 -3.725 2.497 -0.057
C -1.468 -2.754 0.168 -0.438
C -0.359 -2.984 1.123 -0.062
N -1.234 -1.889 -0.786 -0.238
H -5.276 -2.628 -1.734 0.088
H -4.355 -1.510 -0.735 0.039
H -5.323 -2.778 0.022 0.077
H -2.936 -3.307 -1.825 0.095
H -3.884 -4.526 -0.979 0.123
H -1.951 -4.871 1.638 0.116
H -3.523 -5.175 0.914 0.125
H -3.020 -2.854 2.845 0.031
H -3.646 -4.431 3.319 0.084
H -4.578 -3.415 2.226 0.072
H -0.690 -3.322 2.098 0.089
H 0.170 -2.032 1.231 -0.018
H 0.352 -3.694 0.697 0.067
H -2.036 -1.533 -1.297 0.022
C -0.854 -5.605 -1.681 -0.195
Si 0.014 -4.441 -2.953 0.462
C -1.301 -3.513 -4.008 -0.219
C 0.826 -5.734 -4.101 -0.203
Si 1.570 -2.701 -2.117 0.313
Te 0.421 -0.628 -1.045 1.077
Si 3.236 -3.960 -0.749 0.447
C 2.405 -5.229 0.442 -0.205
C 4.538 -3.058 0.344 -0.200
C 4.174 -4.963 -2.081 -0.216
Si 2.312 -1.639 -4.212 0.419
C 3.884 -0.555 -4.243 -0.201
C 2.614 -2.975 -5.545 -0.214
C 0.871 -0.517 -4.775 -0.225
H -1.849 -5.895 -2.007 0.032
H -0.942 -5.171 -0.693 -0.012
H -0.284 -6.523 -1.573 0.026
H -2.238 -4.052 -4.110 0.030
H -0.915 -3.365 -5.011 0.021
H -1.522 -2.525 -3.608 -0.005
H 0.065 -6.294 -4.637 0.041
H 1.413 -6.450 -3.536 0.019
H 1.477 -5.281 -4.834 -0.008
H 2.082 -4.778 1.375 -0.002
H 3.106 -6.016 0.705 0.036
H 1.550 -5.710 -0.019 0.004
H 4.088 -2.306 0.985 -0.006
H 5.295 -2.564 -0.258 0.014
H 5.049 -3.769 0.991 0.035
H 3.484 -5.556 -2.670 0.004
H 4.897 -5.646 -1.642 0.033
H 4.707 -4.311 -2.764 0.020
H 4.744 -1.091 -3.858 0.019
H 3.761 0.349 -3.659 0.002
H 4.121 -0.258 -5.262 0.039
H 3.200 -3.794 -5.144 0.012
H 3.164 -2.575 -6.391 0.031
H 1.688 -3.380 -5.932 0.013
H 0.630 0.200 -3.992 -0.038
H -0.024 -1.091 -4.984 0.006
H 1.111 0.051 -5.668 0.042
```

- HOMO (spin up / spin down) (eV) = -8.0 / -7.9
- LUMO level (spin up / spin down) (eV) = -2.879 / -2.883
- molecular weight (g mol⁻¹) = 1625.9
- total charge = +1
- calculated total energy (eV) = -167838.808